(1)
Formula: BrH16O8
Source: the Open Molecules 2025 dataset
Level of theory: ωB97M-V with the def2-TZVPD basis set

- Charge: -1
- Energy relative to the best compared isomer or geometry (same formula, charge and spin): 27.6 kJ/mol
- Frontier orbital gap: 9.52 eV

The geometry in XYZ format:
```
25
Properties=species:S:1:pos:R:3:forces:R:3:mulliken_charge:R:1
Br 0.57488 0.18972 -0.08796 -0.12 -0.14 -0.16 -0.818
O -1.54860 2.80898 0.87830 0.13 -0.06 -0.15 -0.624
O 1.58153 2.39325 2.41423 0.19 0.12 -0.17 -0.611
O -2.79636 -0.77236 0.05046 0.20 0.05 -0.16 -0.595
O -0.33162 -3.29266 0.01281 0.02 0.20 0.10 -0.600
O -1.68161 1.68399 -2.04136 0.26 -0.24 0.32 -0.641
O 0.43263 -2.15636 -2.89820 0.01 0.32 -0.13 -0.592
O -0.12517 -0.45075 3.46484 0.04 -0.18 -0.01 -0.621
O 3.86992 -0.28812 -0.24059 -0.26 -0.10 0.12 -0.661
H -2.02799 2.80471 0.04050 0.08 -0.09 0.04 0.375
H -1.99026 0.97041 -2.60892 0.07 0.02 0.06 0.298
H -1.92698 -0.40541 -0.19282 -0.26 -0.11 0.25 0.334
H -0.30554 -2.32051 -0.02922 -0.02 -0.34 0.05 0.288
H -1.01420 1.26116 -1.44677 -0.30 0.28 -0.52 0.249
H 2.38953 1.93168 2.66231 -0.09 -0.03 -0.06 0.296
H 0.47147 -0.39795 2.70520 -0.19 0.13 0.04 0.341
H -1.00314 -0.43708 3.06739 0.10 0.04 -0.05 0.319
H -0.84002 2.15524 0.74190 -0.29 0.17 0.17 0.256
H 2.90187 -0.30447 -0.08388 0.46 0.10 -0.15 0.246
H -3.36702 -0.56356 -0.69501 0.04 0.05 0.06 0.281
H 1.47111 2.19075 1.47197 -0.01 -0.08 0.25 0.261
H 0.59315 -3.54756 0.08559 -0.02 0.08 -0.05 0.313
H 0.48719 -1.38543 -2.30774 0.00 -0.21 0.04 0.342
H 0.23367 -1.78414 -3.76430 0.05 -0.01 0.10 0.280
H 3.95156 -0.28353 -1.19872 -0.08 0.01 0.03 0.285
```
Forces are in eV/Å.


(2)
Formula: C41H35FeN12OS2
Source: the Open Molecules 2025 dataset
Level of theory: ωB97M-V with the def2-TZVPD basis set

- Charge: -1
- Frontier orbital gap (alpha / beta): 4.36 / 4.36 eV

The geometry in XYZ format:
```
92
Properties=species:S:1:pos:R:3:forces:R:3:mulliken_charge:R:1
Fe 0.22949 -0.25026 -0.22578 0.58 -2.57 -1.27 -0.239
S -1.21742 -1.29551 1.79912 0.05 0.30 0.35 -0.331
S 1.17729 -2.60242 0.02779 -0.32 0.45 0.13 -0.437
O -4.11943 0.29724 -5.36349 0.24 0.04 0.43 -0.136
N -2.08085 -3.09908 -2.20655 -0.07 0.27 0.20 -1.031
N -0.23258 1.72649 -1.35645 0.02 0.08 0.48 0.660
N 0.39209 3.76249 -2.07369 -0.24 -0.23 0.03 -1.189
N -3.06096 -2.46329 -1.49448 -0.11 -0.22 -0.20 0.933
N -4.68576 0.64190 -7.44576 -0.40 -0.32 -0.10 -0.556
N 1.80199 0.87389 1.86052 -0.26 0.39 0.17 -1.553
N -1.31448 -1.20918 -1.26305 0.35 0.01 -0.36 1.918
N -0.47847 1.35112 1.41198 -0.12 0.86 -0.16 0.454
N 1.75237 0.27952 0.75229 0.00 0.20 0.35 2.539
N -0.67251 3.30397 -2.78143 0.08 0.17 -0.11 1.166
N 1.67409 -0.26633 -1.79678 -0.28 0.26 0.08 0.298
N -5.51830 -0.35998 -6.90785 0.16 0.26 -0.45 -0.513
C 0.44682 0.34949 -5.24416 -0.03 0.00 0.07 -0.842
C -0.90958 3.98861 -6.22179 0.05 0.00 -0.02 -0.746
C -0.83682 -3.01764 1.82552 -0.61 0.20 0.17 0.502
C -2.86800 2.04100 -6.44310 -0.21 -0.30 -0.07 0.244
C 0.61721 2.77931 -1.23239 0.08 -0.03 0.04 -0.682
C 1.43558 1.16358 -5.78129 0.03 0.03 0.08 -0.577
C -7.44690 -2.64633 -3.65063 -0.01 0.07 -0.12 -0.499
C -2.58408 -1.34324 -0.95122 -0.02 0.02 0.10 -1.057
C 0.12911 -3.55327 1.08243 0.40 -0.39 -0.39 0.680
C 0.53255 -0.12237 -3.94104 0.02 0.02 -0.12 -0.023
C -1.59336 2.00452 1.71490 -0.01 -0.15 0.07 -0.259
C -1.23191 3.45778 -7.46458 -0.06 -0.08 -0.05 -0.622
C -6.62115 -2.98645 -2.59150 0.00 -0.06 0.03 -0.808
C 0.51752 2.19835 3.39622 0.11 0.06 0.24 -0.556
C 2.51458 1.50250 -4.96969 -0.03 -0.08 0.03 -0.918
C 2.87491 -0.43129 -1.18044 0.26 0.08 -0.20 0.084
C 1.62845 0.17966 -3.11255 0.06 -0.07 0.21 -0.513
C -1.04644 -2.31528 -2.02287 -0.24 -0.01 0.02 -1.372
C 0.56166 1.45405 2.22366 0.33 -0.14 0.11 -0.131
C 2.60915 1.03035 -3.66981 -0.03 -0.02 0.00 -0.059
C 4.07249 -0.88683 -1.80098 -0.26 0.10 0.01 -0.617
C -1.73575 2.77654 2.85540 -0.01 -0.08 -0.02 -0.960
C -5.14169 -0.51734 -5.69255 -0.16 -0.33 0.32 0.482
C 4.14164 -0.32534 0.93622 -0.34 0.03 0.01 -0.747
C -1.32809 4.19119 -3.73450 0.03 -0.18 0.00 -1.368
C -1.58665 3.57309 -5.08505 -0.11 -0.04 0.04 0.870
C -3.89421 0.98804 -6.49958 0.26 0.42 0.02 0.238
C 5.22252 -1.04848 -1.07774 0.13 0.03 0.30 -0.583
C -5.29482 -2.56714 -2.56219 0.06 0.03 -0.02 1.076
C -6.96406 -1.86236 -4.69177 -0.22 -0.07 0.06 -0.991
C 5.27427 -0.76422 0.30554 0.14 -0.08 -0.30 -0.727
C -4.38449 -3.03216 -1.44500 0.07 0.10 -0.05 -1.650
C 0.43243 -5.04826 1.10217 0.09 0.21 -0.01 -1.784
C 2.95616 -0.17336 0.20616 0.10 0.10 -0.07 0.288
C -5.65629 -1.40998 -4.64199 0.11 0.24 -0.27 0.017
C -4.82286 -1.76645 -3.58890 0.16 -0.02 0.09 -0.064
C -2.57041 2.60144 -5.21254 0.01 0.10 0.19 0.258
C -2.21112 2.48179 -7.58283 0.16 0.04 -0.15 -0.932
C -0.64914 2.86565 3.71499 0.09 -0.01 0.08 -0.346
C -1.02229 2.08686 -2.33585 -0.12 0.05 -0.05 -1.053
C -1.66395 -3.83356 2.79351 -0.02 0.08 -0.03 -1.569
H 0.81011 -5.37902 2.07669 -0.02 0.03 -0.04 0.341
H 1.19423 -5.27891 0.35758 -0.02 0.00 0.02 0.405
H -7.59278 -1.58325 -5.52764 0.00 -0.01 0.04 0.491
H -3.13784 2.28620 -4.34562 0.04 0.00 0.00 0.614
H 1.40254 2.24374 4.01718 -0.04 0.01 0.01 0.511
H 4.04746 -1.14175 -2.85195 0.00 0.02 -0.02 0.483
H 6.10916 -1.42466 -1.57677 -0.01 0.00 0.02 0.378
H -0.67649 5.05553 -3.81064 0.04 0.04 -0.05 0.443
H -2.41437 1.89194 1.01224 0.03 0.01 -0.02 0.401
H 1.41934 2.80475 -0.50861 -0.06 -0.01 -0.08 0.501
H -1.43307 -3.54117 3.82499 -0.02 -0.01 -0.05 0.244
H -8.47519 -2.98502 -3.66319 0.02 0.00 -0.01 0.381
H -3.79185 -1.43363 -3.58542 -0.03 -0.02 0.03 0.539
H -7.00635 -3.59585 -1.78009 0.01 0.01 -0.04 0.444
H -0.45412 -5.64706 0.86941 0.02 0.03 0.00 0.339
H 1.36069 1.53430 -6.79639 0.02 -0.03 0.01 0.448
H -2.27850 4.51990 -3.31121 -0.02 0.06 0.07 0.291
H -4.82294 -2.82385 -0.46890 0.00 0.04 0.02 0.473
H 6.19053 -0.91300 0.86270 -0.01 -0.01 -0.03 0.366
H -1.49029 -4.90770 2.69974 0.00 0.04 0.00 0.426
H -0.71300 3.45396 4.62216 0.02 0.00 0.00 0.362
H -3.15366 -0.69036 -0.30972 0.05 -0.10 0.00 0.541
H -0.12302 4.72952 -6.13701 -0.03 0.00 0.00 0.396
H -2.73309 -3.64004 2.64852 0.06 -0.01 0.00 0.245
H 4.12126 -0.12302 1.99870 -0.01 0.00 -0.02 0.443
H -2.46059 2.04868 -8.54371 0.02 0.03 0.03 0.494
H -1.83276 1.49634 -2.73486 0.09 0.05 0.01 0.635
H -0.25271 -0.75186 -3.55481 0.00 0.05 -0.02 0.519
H -2.66569 3.28800 3.06262 -0.01 0.00 0.00 0.399
H -0.40844 0.06896 -5.85302 0.02 0.01 0.04 0.448
H -4.24612 -4.10819 -1.53015 -0.02 -0.07 0.08 0.359
H 3.44761 1.33122 -3.05420 0.01 -0.01 -0.02 0.483
H -0.06477 -2.54013 -2.39886 -0.01 0.01 0.03 0.723
H -0.70746 3.80111 -8.34726 0.00 -0.02 0.02 0.421
H 3.29950 2.14538 -5.35406 -0.03 0.02 0.02 0.340
```
Forces are in eV/Å.


charge of number 2 (C41H35FeN12OS2)? -1